No. 1
A molecular structure, C35H88CdN7O9 at a distorted geometry, computed with wB97M-V/def2-TZVPD.

Strongest force on any atom = 3.68 eV/Å
Net charge = +1
ΔE to the lowest compared entry with this formula, charge and spin = 252.8 kcal/mol
Kohn-Sham gap = 1.292 eV

Positions of all 140 atoms, in Å:
Cd  1.99  -4.87  -4.85
C  1.08  0.33  -1.79
C  1.34  -0.96  -2.68
O  2.32  -1.14  -3.37
O  0.53  -1.92  -2.68
H  0.17  0.14  -1.22
H  0.88  1.24  -2.36
H  1.95  0.55  -1.17
C  -5.24  -5.49  1.43
C  -4.46  -4.30  0.99
C  -4.55  -3.09  1.93
O  -5.81  -2.51  1.77
C  -5.83  -1.35  2.55
N  -3.09  -4.74  0.86
H  -4.82  -6.07  2.25
H  -5.18  -6.15  0.57
H  -6.33  -5.43  1.48
H  -4.68  -3.96  -0.02
H  -3.73  -2.43  1.65
H  -4.37  -3.36  2.96
H  -6.56  -0.67  2.12
H  -4.91  -0.81  2.78
H  -6.17  -1.63  3.55
H  -2.59  -4.69  1.74
H  -2.54  -4.18  0.23
C  2.51  -3.55  4.24
C  1.07  -3.73  4.80
C  0.74  -5.15  5.27
O  0.71  -6.02  4.13
C  0.24  -7.32  4.47
N  1.05  -2.76  5.85
H  3.23  -3.77  5.03
H  2.67  -2.62  3.70
H  2.60  -4.38  3.55
H  0.23  -3.39  4.21
H  -0.23  -5.17  5.77
H  1.51  -5.54  5.94
H  0.38  -7.85  3.53
H  -0.82  -7.29  4.71
H  0.82  -7.84  5.23
H  0.07  -2.55  5.94
H  1.49  -1.91  5.52
C  7.98  1.83  -3.22
C  8.68  0.67  -2.44
C  8.68  0.90  -0.91
O  9.82  1.64  -0.61
C  10.00  2.22  0.62
N  8.03  -0.51  -2.88
H  6.90  1.88  -3.11
H  8.21  1.98  -4.28
H  8.49  2.70  -2.82
H  9.70  0.65  -2.84
H  8.64  0.00  -0.29
H  7.80  1.47  -0.62
H  9.38  3.12  0.63
H  10.98  2.70  0.69
H  9.70  1.48  1.35
H  7.04  -0.35  -2.97
H  8.40  -0.80  -3.78
C  -0.88  -1.62  -10.06
C  -0.56  -1.54  -8.55
C  -1.71  -0.78  -7.71
O  -2.98  -1.51  -7.80
C  -3.90  -1.09  -6.75
N  -0.34  -2.91  -7.95
H  -1.47  -2.51  -10.24
H  0.04  -1.84  -10.61
H  -1.45  -0.86  -10.60
H  0.38  -1.05  -8.29
H  -1.93  0.22  -8.08
H  -1.43  -0.72  -6.66
H  -4.36  -0.11  -6.89
H  -3.47  -1.06  -5.75
H  -4.62  -1.89  -6.61
H  -1.29  -3.24  -7.86
H  0.17  -3.37  -8.70
C  -0.28  -9.59  -3.32
C  0.36  -8.20  -3.19
C  1.70  -8.13  -2.34
O  2.24  -6.77  -2.40
C  3.55  -6.67  -1.75
N  0.46  -7.69  -4.54
H  -0.29  -10.27  -2.47
H  0.00  -10.25  -4.14
H  -1.35  -9.45  -3.46
H  -0.41  -7.77  -2.55
H  2.43  -8.83  -2.73
H  1.52  -8.41  -1.30
H  3.50  -7.15  -0.78
H  3.94  -5.66  -1.66
H  4.30  -7.22  -2.31
H  0.91  -8.42  -5.08
H  -0.45  -7.73  -4.98
C  5.25  3.11  4.75
C  4.02  3.96  4.53
C  3.86  4.39  3.08
O  4.91  5.20  2.71
C  4.79  5.81  1.43
N  2.94  3.17  4.91
H  5.40  2.87  5.81
H  6.17  3.62  4.43
H  5.23  2.35  3.98
H  4.19  4.82  5.18
H  2.93  4.93  2.89
H  3.83  3.46  2.52
H  5.57  6.55  1.19
H  3.84  6.33  1.48
H  4.86  5.16  0.56
H  2.26  3.90  5.08
H  3.26  3.01  5.86
C  -6.37  7.63  4.03
C  -6.46  7.96  2.56
C  -5.61  9.18  2.26
C  -4.13  8.86  2.19
C  -3.75  7.68  1.30
C  -4.60  6.38  1.64
N  -6.02  6.79  1.78
O  -6.90  5.68  1.96
C  -4.54  5.44  0.38
C  -3.89  5.72  2.82
C  -7.92  8.28  2.10
H  -6.95  8.19  4.76
H  -5.35  7.55  4.42
H  -6.67  6.59  4.22
H  -5.98  9.69  1.37
H  -5.78  9.83  3.12
H  -3.74  8.71  3.20
H  -3.65  9.78  1.85
H  -2.69  7.50  1.47
H  -3.81  7.93  0.24
H  -4.94  6.13  -0.36
H  -3.55  5.10  0.09
H  -5.16  4.55  0.46
H  -3.45  6.40  3.54
H  -4.60  5.11  3.38
H  -3.03  5.09  2.61
H  -8.03  8.47  1.04
H  -8.41  9.02  2.74
H  -8.54  7.43  2.38
H  -7.22  5.52  1.07

No. 2
A gas-phase ion, C6H10N (charge +1) at a distorted geometry, computed with wB97M-V/def2-TZVPD.

Strongest force on any atom = 4.40 eV/Å
Net charge = +1
ΔE to the lowest compared entry with this formula, charge and spin = 47.6 kcal/mol
Kohn-Sham gap = 10.745 eV
SMILES = C[N+](C)=C1[C@H]2C[C@@H]12

Positions of all 17 atoms, in Å:
C  -0.35  0.34  -1.81
N  0.54  0.10  -0.67
C  1.93  0.37  -0.96
C  0.03  -0.13  0.50
C  -0.03  -0.44  1.88
C  -1.39  0.04  2.15
C  -1.26  -0.61  0.83
H  0.11  0.97  -2.60
H  -0.52  -0.72  -2.40
H  -1.25  0.69  -1.40
H  2.13  0.03  -2.04
H  2.08  1.44  -1.07
H  2.64  -0.14  -0.32
H  0.67  -1.03  2.47
H  -2.04  -0.53  2.94
H  -1.67  1.14  2.13
H  -1.61  -1.51  0.37

No. 3
A gas-phase ion, C4H10N2OS (charge -1) at a distorted geometry, computed with wB97M-V/def2-TZVPD.

2S+1 = 2
Strongest force on any atom = 1.58 eV/Å
Net charge = -1
⟨S²⟩ = 0.75
ΔE to the lowest compared entry with this formula, charge and spin = 52.1 kcal/mol
Kohn-Sham gap (alpha / beta) = 3.228 / 6.504 eV

Positions of all 18 atoms, in Å:
O  0.40  -0.14  2.69
C  0.02  0.69  1.78
C  -0.51  0.20  0.45
C  -1.67  0.94  -0.22
S  -2.90  1.40  1.10
N  0.62  0.09  -0.54
C  1.04  -1.29  -0.73
N  2.25  -1.33  -1.53
H  0.04  1.78  1.94
H  -0.80  -0.84  0.66
H  -2.22  0.25  -0.87
H  -1.46  1.82  -0.83
H  -2.64  2.72  1.12
H  1.40  0.67  -0.28
H  1.20  -1.79  0.23
H  0.21  -1.81  -1.23
H  2.10  -1.32  -2.52
H  2.91  -2.03  -1.23

No. 4
14 unconnected molecules or ions with the total composition C5H36NO15 at a distorted geometry, computed with wB97M-V/def2-TZVPD.

Strongest force on any atom = 2.75 eV/Å
Net charge = -1
ΔE to the lowest compared entry with this formula, charge and spin = 66.4 kcal/mol
Kohn-Sham gap = 8.648 eV

Positions of all 57 atoms, in Å:
C  -1.95  3.32  -0.62
C  -1.13  3.73  0.53
N  -0.22  2.86  1.07
C  0.14  2.93  2.47
C  -0.09  1.52  0.49
C  0.68  0.34  1.16
O  1.23  -0.45  0.17
O  -1.22  4.86  1.03
H  -2.69  2.55  -0.40
H  -2.36  4.15  -1.19
H  -1.33  2.89  -1.41
H  -0.58  2.35  3.06
H  0.13  3.96  2.85
H  1.18  2.72  2.73
H  -1.02  1.22  -0.01
H  0.48  1.61  -0.46
H  -0.16  -0.25  1.58
H  1.45  0.70  1.85
H  2.62  0.12  -0.46
H  3.63  1.36  -0.77
O  3.50  0.42  -0.83
H  -0.91  -4.11  1.40
H  -0.89  -2.79  2.08
O  -1.50  -3.39  1.63
H  3.20  -1.97  2.85
H  1.88  -1.33  2.06
O  2.31  -1.63  2.87
H  3.66  -0.89  -2.86
H  2.63  -2.06  -2.81
O  3.25  -1.59  -3.38
H  -2.27  -2.18  -1.61
H  -2.60  -3.29  -2.64
O  -2.88  -2.44  -2.34
H  1.01  -2.05  0.08
H  1.34  -3.40  -0.77
O  1.02  -3.04  0.05
H  -2.27  0.95  -3.15
H  -3.60  1.16  -2.54
O  -2.67  1.34  -2.36
H  -4.66  -0.44  -0.08
H  -3.52  -0.48  -0.96
O  -4.36  -0.01  -0.88
H  4.17  0.52  1.59
H  3.63  0.20  3.02
O  4.26  -0.05  2.35
H  -1.66  -2.44  0.23
H  -0.49  -1.46  -0.32
O  -1.44  -1.62  -0.26
H  0.87  -0.37  -1.27
H  1.60  -0.23  -2.70
O  0.74  -0.32  -2.28
H  -0.52  0.61  -3.65
H  -0.93  -0.50  -4.59
O  -0.91  0.46  -4.52
H  0.64  -1.62  3.80
H  -0.17  -0.94  4.93
O  -0.25  -1.53  4.19